Record 1
Molecular formula: C12H46ClN6O4
Method: DFT, ωB97M-V with the def2-TZVPD basis set

Atoms and positions in Å:
Cl (-0.364, -0.170, 0.607)
O (0.499, -0.619, -0.426)
O (0.038, 1.115, 1.005)
O (-1.741, -0.049, 0.230)
O (-0.284, -1.087, 1.696)
N (1.414, 4.132, -1.249)
N (0.534, -2.083, 4.321)
N (2.860, -1.101, 1.707)
N (-2.046, -5.007, -0.862)
N (0.360, 4.119, 1.313)
N (-2.720, 1.557, 2.644)
C (1.626, 6.603, -1.146)
C (-1.412, -4.929, -2.189)
C (0.764, 3.097, -2.046)
C (-0.429, -6.702, -0.076)
C (-1.134, -5.387, 0.178)
C (-0.251, -3.926, -2.320)
C (-2.692, -3.751, -0.449)
C (1.105, 5.386, -1.911)
C (2.855, 3.846, -1.193)
C (-0.774, 3.105, -1.832)
C (3.108, 2.812, -0.080)
C (-3.923, -3.360, -1.225)
H (0.047, 5.484, -2.151)
H (-1.316, 2.282, -2.297)
H (-0.312, -2.995, -1.756)
H (-0.225, -3.665, -3.378)
H (2.943, 3.209, 0.922)
H (-4.618, -4.195, -1.137)
H (-2.019, -2.895, -0.477)
H (-1.160, -7.496, -0.230)
H (-1.301, 3.955, -2.264)
H (0.916, 4.599, 2.007)
H (-2.524, 2.516, 2.392)
H (1.004, -1.266, 4.686)
H (0.306, -6.591, -0.874)
H (-1.658, -5.516, 1.125)
H (3.428, 4.762, -1.051)
H (0.696, 4.393, 0.400)
H (4.178, 2.641, -0.199)
H (2.721, -2.086, 1.879)
H (-0.329, -4.679, 0.375)
H (0.697, -4.381, -2.036)
H (2.573, -0.522, 2.483)
H (3.861, -0.980, 1.655)
H (-3.698, 1.352, 2.787)
H (-0.593, 4.402, 1.491)
H (1.019, 3.073, -3.106)
H (1.628, 5.345, -2.866)
H (-2.131, -4.629, -2.951)
H (-4.393, -2.426, -0.915)
H (-3.040, -3.899, 0.574)
H (0.416, 3.124, 1.479)
H (-1.085, -5.927, -2.482)
H (1.190, 6.645, -0.148)
H (2.714, 6.665, -1.139)
H (1.332, 7.488, -1.711)
H (3.202, 3.554, -2.184)
H (-2.454, 0.983, 1.857)
H (-0.112, -1.799, 3.599)
H (0.174, -6.956, 0.796)
H (1.094, 2.115, -1.706)
H (2.606, 1.866, -0.282)
H (-2.167, 1.235, 3.425)
H (-3.729, -3.338, -2.297)
H (2.444, -0.845, 0.823)
H (0.090, -2.587, 5.075)
H (-1.070, 3.019, -0.786)
H (1.266, -2.635, 3.897)

Properties
Kohn-Sham gap (eV): 4.0364
Charge: +3
Lowest unoccupied orbital energy (eV): -9.89

***

Record 2
Molecular formula: C12H46N10O11
Method: DFT, ωB97M-V with the def2-TZVPD basis set

Atoms and positions in Å:
O (-3.214, -0.382, 1.107)
O (-2.810, 1.558, -0.696)
O (2.491, -0.646, -2.442)
O (0.827, 3.703, -2.190)
O (-0.542, -2.158, -2.429)
O (1.212, 3.764, 2.493)
O (0.402, 0.576, -1.431)
O (-0.838, -2.684, 2.186)
O (0.047, -0.514, 4.569)
O (1.959, -0.649, 2.203)
O (-2.386, -5.346, -2.096)
N (0.307, 3.384, 0.341)
N (2.432, 3.916, 0.495)
N (1.151, 4.008, -4.370)
N (-0.705, -1.051, 0.018)
N (1.082, 1.918, -3.714)
N (0.835, -4.111, 3.240)
N (-1.473, 0.663, 3.205)
N (-0.266, -2.959, 4.531)
N (-0.336, 0.856, 0.751)
N (0.228, 1.825, 4.117)
C (-3.031, -4.158, -2.399)
C (-3.702, -1.673, 0.993)
C (2.647, 0.489, 2.747)
C (-0.440, 0.670, 4.026)
C (-0.276, -1.518, -3.641)
C (-0.182, -3.243, 3.257)
C (1.291, 3.762, 1.147)
C (3.285, -0.811, -1.353)
C (-0.141, 0.094, -0.275)
C (-2.383, 2.045, -1.986)
C (3.503, 0.354, -0.458)
C (0.984, 3.163, -3.429)
H (-3.280, 2.332, -2.479)
H (-0.695, 0.660, 1.684)
H (1.172, 5.027, -4.063)
H (-2.510, -5.862, -2.881)
H (-3.541, -1.937, -0.089)
H (2.644, 3.778, -0.517)
H (2.637, 0.755, -0.003)
H (4.008, 1.070, -1.115)
H (-0.261, -3.056, -2.561)
H (-1.923, 1.512, 2.827)
H (-2.106, -0.132, 3.206)
H (0.699, 3.893, -5.310)
H (0.015, 1.865, 0.570)
H (0.881, 1.952, 4.907)
H (-1.274, -3.203, 4.864)
H (0.741, -1.333, -3.898)
H (2.885, -1.709, -0.738)
H (0.067, 2.625, 3.510)
H (-2.737, -3.341, -1.698)
H (-0.596, 3.503, 0.749)
H (-1.063, -1.418, 0.928)
H (2.309, 1.330, 2.096)
H (-4.780, -1.783, 1.142)
H (2.334, 0.679, 3.750)
H (-0.585, -0.574, -3.531)
H (1.078, -0.370, 2.196)
H (4.278, -1.151, -1.688)
H (-0.639, -2.117, -4.454)
H (0.565, -5.063, 2.891)
H (-0.182, -1.940, 4.548)
H (-4.154, -4.272, -2.522)
H (3.712, 0.467, 2.748)
H (0.884, 1.310, -2.872)
H (1.350, -3.996, 2.324)
H (-1.696, 2.875, -1.912)
H (-1.949, 1.187, -2.491)
H (-0.753, -1.628, -0.789)
H (0.464, 3.413, -0.703)
H (1.184, 1.526, -4.723)
H (-2.702, -3.984, -3.307)
H (-2.544, -0.274, 0.407)
H (1.545, -0.712, -2.158)
H (-1.981, 1.182, -0.272)
H (3.273, 4.200, 1.078)
H (-3.124, -2.423, 1.677)
H (4.385, 0.265, 0.189)

Properties
Kohn-Sham gap (eV): 9.0358
Charge: 0
Lowest unoccupied orbital energy (eV): 0.33

***

Record 3
Molecular formula: C12H47AsF6O11
Method: DFT, ωB97M-V with the def2-TZVPD basis set

Atoms and positions in Å:
As (0.353, 0.616, -1.120)
F (0.580, 0.018, 0.446)
F (-0.975, 1.472, -0.573)
F (-0.704, -0.715, -1.504)
F (1.367, 1.955, -0.801)
F (1.677, -0.383, -1.676)
F (0.158, 1.169, -2.724)
O (-2.895, -2.309, -1.238)
O (3.317, -2.372, -2.863)
O (0.494, -3.345, -2.247)
O (-1.690, 1.988, 3.856)
O (1.871, -0.901, -4.516)
O (5.379, -2.867, 2.301)
O (3.994, 1.785, -1.842)
O (-0.942, 3.741, -3.519)
O (3.962, -2.407, -0.279)
O (-2.402, 3.186, 1.325)
O (2.608, 3.669, 0.980)
C (4.653, -0.504, 2.850)
C (-3.138, 2.866, -2.939)
C (-3.738, 0.779, 3.794)
C (-3.531, -2.783, 0.991)
C (-2.297, 0.740, 4.172)
C (-4.185, -0.588, -0.137)
C (-1.535, -0.347, 3.477)
C (3.906, -2.528, 4.165)
C (-3.924, -2.099, -0.297)
C (-1.923, 2.064, -5.025)
C (-2.146, 3.240, -4.071)
C (5.047, -1.886, 3.397)
H (-0.480, -0.086, 3.631)
H (3.040, 1.864, -1.592)
H (3.602, -2.386, -1.817)
H (-4.678, -0.173, -1.009)
H (-4.821, -2.571, -0.709)
H (-1.715, 3.870, 1.265)
H (-1.877, 1.094, -4.530)
H (-1.665, -1.317, 3.958)
H (-4.143, 2.787, -3.399)
H (-2.161, 0.640, 5.254)
H (-0.398, -2.957, -2.357)
H (-0.951, 2.168, -5.531)
H (-2.270, -1.569, -1.161)
H (4.474, 0.200, 3.668)
H (2.476, -1.800, -3.128)
H (4.562, -3.109, 0.041)
H (-3.857, 1.033, 2.727)
H (0.896, -0.907, -4.564)
H (-3.262, -0.045, 0.112)
H (-2.596, -2.348, 1.350)
H (-1.698, -0.366, 2.401)
H (2.955, 4.256, 0.295)
H (3.796, -2.037, 5.125)
H (4.313, 2.696, -1.922)
H (-2.301, 2.432, 3.243)
H (5.381, -0.085, 2.155)
H (-4.292, -2.708, 1.771)
H (4.131, -3.581, 4.287)
H (5.887, -1.782, 4.106)
H (-0.497, 3.010, -3.055)
H (3.696, -0.567, 2.325)
H (-4.282, 1.602, 4.274)
H (-3.305, 3.764, -2.337)
H (-3.411, -3.846, 0.779)
H (-2.850, 1.971, -2.411)
H (6.258, -2.631, 1.965)
H (-4.234, -0.174, 3.994)
H (3.202, -3.287, -3.209)
H (-2.086, 2.478, 0.725)
H (-4.812, -0.412, 0.753)
H (3.589, -2.018, 0.536)
H (2.397, 2.818, 0.512)
H (2.993, -2.425, 3.574)
H (0.819, -2.969, -1.411)
H (-2.681, 2.112, -5.809)
H (-2.600, 4.074, -4.608)
H (2.116, 0.034, -4.651)

Properties
Kohn-Sham gap (eV): 8.8350
Charge: 0
Lowest unoccupied orbital energy (eV): -0.49

***

Record 4
Molecular formula: C12H48N16O12
Method: DFT, ωB97M-V with the def2-TZVPD basis set

Atoms and positions in Å:
O (-1.310, -5.714, -1.775)
O (-0.870, -1.891, -0.248)
O (4.757, -0.779, 0.867)
O (4.029, 4.416, -2.166)
O (-0.161, -3.116, 3.805)
O (3.707, -3.334, 0.897)
O (1.498, 2.333, 0.831)
O (-0.383, 2.603, -3.870)
O (-4.765, -0.460, 1.594)
O (0.654, 1.075, 3.824)
O (-2.026, -0.697, -2.844)
O (2.559, -1.368, -3.215)
N (-0.793, -3.616, 5.949)
N (-0.121, -0.724, 1.572)
N (-0.409, -4.178, -0.300)
N (-1.940, 4.274, -3.768)
N (1.351, 4.589, 1.014)
N (2.933, -2.450, 2.882)
N (-0.574, 3.332, 0.954)
N (1.630, -3.872, 1.735)
N (2.288, 4.863, -3.583)
N (-0.041, -1.563, 5.482)
N (2.100, 3.206, -2.075)
N (-4.077, -0.142, -3.680)
N (-2.033, -3.572, -1.739)
N (-2.322, -0.517, -5.074)
N (-2.128, 2.448, -2.450)
N (-0.043, 0.188, -0.521)
C (3.592, -0.072, 0.473)
C (0.010, 2.159, 4.459)
C (-2.769, -0.460, -3.808)
C (2.899, 4.187, -2.580)
C (-0.336, -2.811, 4.992)
C (-1.450, 3.058, -3.427)
C (0.811, 3.347, 0.895)
C (-0.360, -0.891, 0.255)
C (-1.253, -4.599, -1.259)
C (1.469, -2.166, -2.732)
C (-3.668, 0.132, 0.915)
C (2.824, -3.194, 1.739)
H (0.170, 0.133, 2.009)
H (-4.908, -1.350, 1.261)
H (-0.634, 2.648, 3.721)
H (3.729, -1.847, 3.005)
H (-0.609, -3.289, 0.137)
H (-1.045, -4.537, 5.611)
H (-0.588, 1.905, 5.334)
H (-4.526, -0.304, -2.799)
H (-1.016, 4.227, 1.030)
H (-3.029, 2.749, -2.130)
H (-0.815, -3.604, 6.950)
H (2.843, -0.062, 1.267)
H (-1.793, 1.533, -2.176)
H (-2.750, -3.737, -2.416)
H (2.699, 5.717, -3.917)
H (1.106, 3.203, -2.216)
H (-2.949, -0.276, -5.818)
H (-0.967, 2.441, 1.206)
H (0.483, 0.936, -0.069)
H (0.688, 2.925, 4.849)
H (-0.292, -1.510, 2.183)
H (0.366, -0.843, 4.905)
H (4.487, -1.715, 0.894)
H (-0.196, 0.050, -1.505)
H (3.151, -0.585, -0.392)
H (2.526, 2.574, -1.419)
H (-2.755, -0.406, 1.165)
H (1.511, -3.111, -3.278)
H (-3.553, 1.135, 1.337)
H (0.336, -4.718, 0.095)
H (-2.821, 4.656, -3.485)
H (-3.831, 0.319, -0.148)
H (-1.393, -0.874, -5.207)
H (-0.263, -1.369, 6.439)
H (1.532, -4.614, 1.066)
H (2.190, -2.549, 3.546)
H (2.338, 4.617, 0.812)
H (-1.490, 4.657, -4.584)
H (1.713, -2.411, -1.698)
H (2.450, -1.319, -4.169)
H (-1.760, -2.624, -1.536)
H (1.351, 1.481, 3.290)
H (3.826, 0.895, 0.029)
H (0.467, -1.737, -2.753)
H (-4.500, 0.341, -4.450)
H (0.829, 5.373, 1.351)
H (1.051, -3.798, 2.554)
H (1.359, 4.651, -3.900)

Properties
Kohn-Sham gap (eV): 7.8577
Charge: 0
Lowest unoccupied orbital energy (eV): -0.19

***

Record 5
Molecular formula: C12H48O12
Method: DFT, ωB97M-V with the def2-TZVPD basis set

Atoms and positions in Å:
O (-4.297, 0.681, 2.894)
O (-0.334, -1.167, 4.294)
O (-0.630, 5.033, -0.412)
O (-1.798, -3.139, -1.090)
O (1.751, 0.522, 0.401)
O (0.613, -1.855, -1.210)
O (-0.470, 2.287, 0.234)
O (-3.564, -0.889, -1.608)
O (0.445, 3.059, 3.185)
O (0.171, -4.191, 3.263)
O (1.892, -1.180, 2.409)
O (0.637, -0.346, -3.701)
C (1.397, -3.583, -2.695)
C (-0.520, 0.490, -3.748)
C (-1.450, 0.267, 0.960)
C (1.443, -2.999, -1.298)
C (2.829, 0.717, -0.530)
C (-0.564, -3.944, 2.065)
C (-0.117, 1.927, -3.299)
C (4.041, -0.074, -0.037)
C (-1.664, 1.685, 0.364)
C (1.572, 4.877, -1.383)
C (0.726, 5.546, -0.337)
C (-2.034, -4.004, 2.366)
H (-0.305, -4.593, 1.228)
H (2.014, -4.481, -2.725)
H (1.107, 5.433, 0.678)
H (2.559, 5.310, -1.547)
H (-1.318, 0.276, -3.037)
H (1.703, -2.996, -3.561)
H (0.621, -0.832, -2.873)
H (-4.685, -0.148, 3.176)
H (-0.353, 3.457, 3.533)
H (-0.893, -0.458, 0.367)
H (2.602, 0.410, -1.551)
H (-3.060, -0.113, -1.854)
H (-0.988, 0.496, -4.732)
H (0.998, -1.278, -0.546)
H (-2.165, 1.588, -0.599)
H (0.118, 2.063, -2.243)
H (0.168, 2.635, 2.373)
H (-4.264, 0.618, 1.939)
H (0.813, 2.248, -3.769)
H (-0.305, -2.924, 1.783)
H (0.263, -3.382, 3.771)
H (1.073, 4.924, -2.351)
H (2.430, -2.650, -0.994)
H (-2.406, -4.989, 2.646)
H (4.785, 0.063, -0.821)
H (-1.161, 5.630, -0.944)
H (-2.907, -1.577, -1.499)
H (-0.887, -2.892, -1.249)
H (-2.223, -3.339, 3.209)
H (1.109, 1.219, 0.243)
H (-0.830, 0.428, 1.842)
H (-0.716, 3.202, 0.077)
H (-0.924, 2.599, -3.593)
H (1.067, -3.736, -0.587)
H (-2.360, 2.150, 1.063)
H (1.678, 3.819, -1.146)
H (1.840, -0.362, 1.915)
H (-1.758, -4.069, -0.866)
H (1.145, -1.148, 3.006)
H (0.727, 6.629, -0.465)
H (-2.551, -3.682, 1.462)
H (-0.966, -0.448, 4.302)
H (-0.188, -1.368, 5.219)
H (3.824, -1.142, -0.060)
H (0.389, -3.967, -2.853)
H (4.428, 0.147, 0.958)
H (3.050, 1.783, -0.579)
H (-2.373, -0.272, 1.170)

Properties
Kohn-Sham gap (eV): 10.0462
Charge: 0
Lowest unoccupied orbital energy (eV): 0.24

***

Record 6
Molecular formula: C12H48O12
Method: DFT, ωB97M-V with the def2-TZVPD basis set

Atoms and positions in Å:
O (-1.267, -4.265, -2.596)
O (-0.620, -0.018, -4.430)
O (-2.379, -0.859, -0.090)
O (-1.492, -2.008, 2.196)
O (-0.886, 3.448, 3.854)
O (0.506, -5.095, -0.774)
O (-0.725, 5.075, -0.036)
O (4.222, -0.034, 3.480)
O (2.988, 4.288, -2.339)
O (1.070, -0.638, -0.322)
O (3.203, -4.656, -0.904)
O (-4.010, 1.406, -0.569)
C (1.061, 0.716, 0.144)
C (3.072, -0.703, 3.979)
C (0.349, 2.773, 3.888)
C (-0.932, 0.918, -3.498)
C (-3.269, 2.565, -0.257)
C (-0.691, -1.262, 3.115)
C (3.157, -3.297, -1.284)
C (1.860, 3.601, -2.890)
C (0.016, -4.471, 0.402)
C (-1.016, -2.897, -2.787)
C (-3.212, -1.989, -0.463)
C (0.425, 4.576, 0.650)
H (2.646, -0.117, 4.794)
H (4.908, -0.685, 3.315)
H (0.086, -1.930, 3.486)
H (2.361, -3.007, -1.970)
H (0.178, -0.987, -0.386)
H (-4.176, -2.098, 0.035)
H (0.048, 0.394, -4.983)
H (-0.096, -4.843, -1.478)
H (0.747, 2.672, 4.897)
H (3.267, -1.657, 4.469)
H (-3.322, -1.932, -1.546)
H (-2.199, 2.532, -0.048)
H (-0.379, -3.472, 0.213)
H (-2.858, -0.108, -0.447)
H (-2.716, -2.951, -0.333)
H (-2.118, -4.500, -2.973)
H (-1.747, 1.597, -3.750)
H (-1.410, 5.284, 0.603)
H (-3.409, 3.303, -1.046)
H (1.487, 1.426, -0.565)
H (0.002, 0.940, 0.273)
H (0.925, 4.052, -2.558)
H (-1.831, -1.460, 1.485)
H (-1.251, 0.361, -2.618)
H (-1.286, -0.915, 3.959)
H (-0.056, 1.440, -3.113)
H (-3.629, 2.968, 0.689)
H (-1.527, 2.983, 4.396)
H (1.171, 4.236, -0.069)
H (-0.769, -5.127, 0.779)
H (-0.467, -2.345, -2.024)
H (2.893, 5.206, -2.605)
H (2.429, -4.846, -0.369)
H (1.995, 2.558, -2.604)
H (3.138, -2.660, -0.400)
H (-0.335, -0.333, 2.668)
H (1.844, 3.614, -3.980)
H (0.896, 5.241, 1.373)
H (4.102, -3.006, -1.742)
H (0.206, 1.768, 3.490)
H (1.096, 3.295, 3.289)
H (1.577, 0.751, 1.103)
H (0.189, 3.625, 1.127)
H (2.384, -0.651, 3.135)
H (-0.408, -2.712, -3.673)
H (0.780, -4.400, 1.176)
H (-1.939, -2.369, -3.027)
H (-4.856, 1.696, -0.917)

Properties
Kohn-Sham gap (eV): 9.2848
Charge: 0
Lowest unoccupied orbital energy (eV): 0.18

***

Copy entry 2 word for word.
Molecular formula: C12H46N10O11
Method: DFT, ωB97M-V with the def2-TZVPD basis set

Atoms and positions in Å:
O (-3.214, -0.382, 1.107)
O (-2.810, 1.558, -0.696)
O (2.491, -0.646, -2.442)
O (0.827, 3.703, -2.190)
O (-0.542, -2.158, -2.429)
O (1.212, 3.764, 2.493)
O (0.402, 0.576, -1.431)
O (-0.838, -2.684, 2.186)
O (0.047, -0.514, 4.569)
O (1.959, -0.649, 2.203)
O (-2.386, -5.346, -2.096)
N (0.307, 3.384, 0.341)
N (2.432, 3.916, 0.495)
N (1.151, 4.008, -4.370)
N (-0.705, -1.051, 0.018)
N (1.082, 1.918, -3.714)
N (0.835, -4.111, 3.240)
N (-1.473, 0.663, 3.205)
N (-0.266, -2.959, 4.531)
N (-0.336, 0.856, 0.751)
N (0.228, 1.825, 4.117)
C (-3.031, -4.158, -2.399)
C (-3.702, -1.673, 0.993)
C (2.647, 0.489, 2.747)
C (-0.440, 0.670, 4.026)
C (-0.276, -1.518, -3.641)
C (-0.182, -3.243, 3.257)
C (1.291, 3.762, 1.147)
C (3.285, -0.811, -1.353)
C (-0.141, 0.094, -0.275)
C (-2.383, 2.045, -1.986)
C (3.503, 0.354, -0.458)
C (0.984, 3.163, -3.429)
H (-3.280, 2.332, -2.479)
H (-0.695, 0.660, 1.684)
H (1.172, 5.027, -4.063)
H (-2.510, -5.862, -2.881)
H (-3.541, -1.937, -0.089)
H (2.644, 3.778, -0.517)
H (2.637, 0.755, -0.003)
H (4.008, 1.070, -1.115)
H (-0.261, -3.056, -2.561)
H (-1.923, 1.512, 2.827)
H (-2.106, -0.132, 3.206)
H (0.699, 3.893, -5.310)
H (0.015, 1.865, 0.570)
H (0.881, 1.952, 4.907)
H (-1.274, -3.203, 4.864)
H (0.741, -1.333, -3.898)
H (2.885, -1.709, -0.738)
H (0.067, 2.625, 3.510)
H (-2.737, -3.341, -1.698)
H (-0.596, 3.503, 0.749)
H (-1.063, -1.418, 0.928)
H (2.309, 1.330, 2.096)
H (-4.780, -1.783, 1.142)
H (2.334, 0.679, 3.750)
H (-0.585, -0.574, -3.531)
H (1.078, -0.370, 2.196)
H (4.278, -1.151, -1.688)
H (-0.639, -2.117, -4.454)
H (0.565, -5.063, 2.891)
H (-0.182, -1.940, 4.548)
H (-4.154, -4.272, -2.522)
H (3.712, 0.467, 2.748)
H (0.884, 1.310, -2.872)
H (1.350, -3.996, 2.324)
H (-1.696, 2.875, -1.912)
H (-1.949, 1.187, -2.491)
H (-0.753, -1.628, -0.789)
H (0.464, 3.413, -0.703)
H (1.184, 1.526, -4.723)
H (-2.702, -3.984, -3.307)
H (-2.544, -0.274, 0.407)
H (1.545, -0.712, -2.158)
H (-1.981, 1.182, -0.272)
H (3.273, 4.200, 1.078)
H (-3.124, -2.423, 1.677)
H (4.385, 0.265, 0.189)

Properties
Kohn-Sham gap (eV): 9.0358
Charge: 0
Lowest unoccupied orbital energy (eV): 0.33